{
  "formula": "C96H212N12O16",
  "method": "the ωB97M-V functional and the def2-TZVPD basis",
  "gap_ev": 8.2,
  "smiles": "CC1(C)CCCC(C)(C)N1O.CC1(C)CCCC(C)(C)N1O.CC1(C)CCCC(C)(C)N1O.CC1(C)CCCC(C)(C)N1O.CC1(C)CCCC(C)(C)N1O.CC1(C)CCCC(C)(C)N1O.CC1(C)CCCC(C)(C)N1O.CC1(C)CCCC(C)(C)N1O.COCCNCCOC.COCCNCCOC.COCCNCCOC.COCCNCCOC",
  "energy_ha": -5644.92731,
  "symbols": ["O", "O", "O", "O", "O", "O", "O", "O", "O", "O", "O", "O", "O", "O", "O", "O", "N", "N", "N", "N", "N", "N", "N", "N", "N", "N", "N", "N", "C", "C", "C", "C", "C", "C", "C", "C", "C", "C", "C", "C", "C", "C", "C", "C", "C", "C", "C", "C", "C", "C", "C", "C", "C", "C", "C", "C", "C", "C", "C", "C", "C", "C", "C", "C", "C", "C", "C", "C", "C", "C", "C", "C", "C", "C", "C", "C", "C", "C", "C", "C", "C", "C", "C", "C", "C", "C", "C", "C", "C", "C", "C", "C", "C", "C", "C", "C", "C", "C", "C", "C", "C", "C", "C", "C", "C", "C", "C", "C", "C", "C", "C", "C", "C", "C", "C", "C", "C", "C", "C", "C", "C", "C", "C", "C", "H", "H", "H", "H", "H", "H", "H", "H", "H", "H", "H", "H", "H", "H", "H", "H", "H", "H", "H", "H", "H", "H", "H", "H", "H", "H", "H", "H", "H", "H", "H", "H", "H", "H", "H", "H", "H", "H", "H", "H", "H", "H", "H", "H", "H", "H", "H", "H", "H", "H", "H", "H", "H", "H", "H", "H", "H", "H", "H", "H", "H", "H", "H", "H", "H", "H", "H", "H", "H", "H", "H", "H", "H", "H", "H", "H", "H", "H", "H", "H", "H", "H", "H", "H", "H", "H", "H", "H", "H", "H", "H", "H", "H", "H", "H", "H", "H", "H", "H", "H", "H", "H", "H", "H", "H", "H", "H", "H", "H", "H", "H", "H", "H", "H", "H", "H", "H", "H", "H", "H", "H", "H", "H", "H", "H", "H", "H", "H", "H", "H", "H", "H", "H", "H", "H", "H", "H", "H", "H", "H", "H", "H", "H", "H", "H", "H", "H", "H", "H", "H", "H", "H", "H", "H", "H", "H", "H", "H", "H", "H", "H", "H", "H", "H", "H", "H", "H", "H", "H", "H", "H", "H", "H", "H", "H", "H", "H", "H", "H", "H", "H", "H", "H", "H", "H", "H", "H", "H", "H", "H", "H", "H", "H", "H", "H", "H", "H", "H", "H", "H", "H", "H", "H", "H", "H", "H", "H", "H", "H", "H", "H", "H"],
  "coordinates": [[-3.266575, -2.859374, -5.778423], [3.927895, -11.442988, 0.613148], [-3.461782, -5.412679, -1.418912], [4.501938, -7.535952, 2.021379], [0.552748, -5.299573, 3.654460], [-4.044330, -6.003909, -11.394083], [-2.139745, -1.745851, 0.481266], [1.151912, 1.920919, -5.318257], [7.178584, 5.795917, -5.568124], [1.590669, 4.709237, 3.017444], [4.664701, -4.472339, -1.920014], [1.637736, 3.743929, -3.322072], [1.107162, 0.156227, 7.561561], [-3.313402, -3.240554, 6.189356], [-3.406175, 6.296883, -2.196781], [-7.669084, 1.361705, 5.305596], [2.598158, 5.634867, 3.262865], [-1.375721, -0.625932, 0.925375], [-6.543689, 1.098403, 4.499042], [2.262908, 0.990535, 7.676722], [6.244779, -9.125312, 0.052664], [-3.080293, 6.598905, -0.852033], [-0.307031, -4.236587, 6.009731], [4.546885, -3.169483, -2.470798], [0.600556, 2.336444, -6.535351], [4.541752, 4.408395, -4.046643], [-4.162989, -4.513198, -8.880610], [-4.090579, -4.764266, -0.388460], [-3.756011, -5.329114, 0.953024], [-3.735109, 0.871245, 3.773462], [-3.782677, 4.499083, 0.019958], [-5.791203, 2.340336, 4.045006], [-0.852063, -1.801089, 3.107454], [3.336745, 0.495166, 5.389837], [-2.313266, -3.506912, 7.176227], [5.058852, -0.811740, -2.108905], [-2.270921, -5.296584, 1.264099], [3.432947, 0.454381, 6.950794], [3.495657, 5.071937, 1.035067], [6.010658, -10.500128, -0.341296], [6.728712, -2.641368, -1.464195], [6.163320, 4.858425, -5.870973], [-0.876706, -3.032914, 6.691542], [-1.198673, 0.420081, -0.083477], [-3.987124, 6.042802, 0.170557], [3.387739, 8.012632, 3.407031], [-4.902828, -3.995177, -10.077992], [-5.478745, -4.199917, -0.767039], [4.743998, 1.279950, 7.306590], [1.535820, 2.423240, -7.695313], [5.142002, -2.222530, -1.541672], [-3.427295, 7.876861, 1.846510], [3.024023, -3.899050, -4.304100], [-5.460048, 6.351064, -0.075734], [-5.610402, -0.209000, 6.232696], [5.778208, 3.919848, -4.651718], [4.097232, 3.583886, -2.941533], [4.284992, 3.836343, 2.995020], [4.403172, -2.192443, -0.205130], [-6.925278, -1.308958, 4.320666], [0.896073, 2.904403, -8.981430], [-1.030214, 7.885658, -1.074414], [-4.175188, -6.824015, 1.011061], [1.937472, 2.433248, 7.576980], [5.392466, -11.504246, 0.766543], [-0.818362, 0.257160, -6.528621], [1.115880, -4.017652, 5.718670], [-3.539919, 6.341075, 1.588794], [4.858919, 6.227240, 2.640176], [-3.080423, -3.789191, -6.831247], [-2.472958, 1.030595, -0.599349], [3.253644, -2.983468, -3.071823], [-3.223602, -5.495301, -12.399450], [-0.442608, 2.219442, -9.255948], [-6.321104, -5.329735, -1.293593], [2.080337, -3.349085, -2.082313], [5.087037, -8.250129, -0.263914], [-0.771810, 1.791105, -6.648629], [3.908285, -0.957421, 7.478287], [0.754525, -1.900400, 1.247320], [-0.320266, -0.113666, -1.240042], [-4.535189, -4.567407, 2.060401], [-6.028155, -4.364835, 1.720563], [2.109474, 1.053828, -7.978309], [-4.436723, -4.047964, 6.517062], [1.448239, 7.187357, 4.637224], [-6.111779, -3.539004, 0.405072], [7.461967, 6.594977, -6.765160], [-1.639640, 2.477699, -5.588955], [1.223257, 7.520716, 2.143028], [3.766865, 5.158546, 2.498329], [4.406945, 7.669109, 2.446993], [4.009626, -8.072722, 0.778552], [5.109452, -6.178858, 1.977440], [2.771907, 3.364846, -7.442419], [3.099840, -1.476472, -3.494230], [1.077464, -5.834223, 2.486560], [-6.701892, 3.240678, 3.182258], [2.685909, 4.013038, -2.331623], [-5.194372, 3.228184, 5.150834], [0.717824, 1.331638, 1.284796], [-5.959466, -0.177596, 4.781255], [-4.751854, -0.354236, 3.856786], [-0.544263, 1.721721, 0.513176], [-1.425112, 2.169799, -8.074540], [4.500448, 2.821475, 7.267319], [1.030617, 2.827846, 8.716346], [-3.319545, 9.084036, -1.245944], [0.502963, 0.270803, 2.422587], [-2.455957, 7.907033, -0.577560], [1.351345, 2.955335, 6.177974], [3.231386, 3.180068, 7.931157], [3.625165, -0.342632, -2.549382], [0.466330, 4.565988, -3.218019], [-2.157436, -2.716079, -4.926253], [-5.439631, -3.197657, -1.894736], [-4.601667, 1.969820, 3.114172], [1.513895, -5.093332, 4.657265], [-4.006666, -3.437877, -7.959292], [-5.154001, -5.246038, -10.991949], [3.192855, -12.689973, 0.596628], [-0.294574, -1.005676, 1.899799], [2.128148, 7.036068, 3.321856], [-2.232088, 8.197755, 0.945151], [8.211040, 6.003422, -7.291517], [-0.472586, 4.055869, -3.433201], [1.281845, 2.296045, 9.634040], [5.806191, -12.487366, 0.542035], [2.962421, 4.177741, 7.584171], [2.763119, 4.305312, 0.782499], [-1.302937, 2.091512, 1.202944], [4.477700, 4.851694, 0.616520], [3.330235, 2.867295, -6.649443], [3.431839, -13.204098, 1.527584], [2.522082, -4.833000, -4.051370], [5.319240, 3.601159, 2.743797], [2.291513, 0.387605, 5.099950], [2.017952, -4.380701, -1.735935], [-4.372252, 3.873770, 4.841873], [5.405364, -0.076792, -1.382361], [0.683357, 6.750689, 1.591975], [-7.189479, -3.389989, 0.338293], [-0.373380, -0.046507, -5.581060], [-1.615889, 3.536901, -5.845123], [5.589596, -5.857520, 2.901739], [3.482218, -9.013651, 0.935374], [4.389863, 3.854183, 4.079821], [-6.534719, -5.328612, 1.669430], [-7.463856, 3.633490, 3.855469], [-3.299521, -4.584604, -9.399680], [0.030764, 0.713632, -1.856855], [2.111109, -12.566261, 0.545351], [3.239960, 6.002797, 0.528881], [-3.762204, 8.911730, -2.226987], [3.051040, 0.961024, -8.519554], [-2.203380, 1.535832, -8.499370], [-4.177059, 5.899676, 2.355160], [-7.179897, 2.683308, 2.376684], [0.322144, 4.752829, -2.153878], [-2.621248, 5.793430, 1.799115], [5.244721, 8.345034, 2.618324], [-0.980230, 2.793431, -10.010672], [-6.442483, -2.253854, 4.071281], [1.178188, 3.888008, 8.922242], [-5.258507, -3.732204, 5.874365], [-5.866758, 3.929600, 5.644818], [7.901822, 7.571174, -6.561002], [-0.762572, -4.508195, 5.150184], [5.058591, -1.824171, 0.584107], [-4.232313, 9.059415, -0.650675], [-3.275924, -4.841716, -6.626127], [-2.816186, 4.127061, 0.359929], [2.106922, 0.374930, -7.125557], [6.793325, -3.590677, -0.932455], [1.374064, -2.358516, 2.018299], [1.461546, -0.172972, 2.691397], [4.993980, -4.951403, -2.683995], [2.956180, -0.031582, -1.747015], [4.092776, -3.155924, 0.199182], [-4.779909, -0.878794, 6.455762], [1.000208, 2.553282, -4.612061], [0.703555, 3.963071, -8.807452], [-0.918522, 7.884754, -2.158673], [3.730915, -1.348606, -0.049818], [-0.285769, -0.356097, -7.255506], [4.672633, -1.256762, 6.761168], [-6.509308, -6.196128, -0.659523], [-5.124813, -0.536868, 2.848990], [0.383735, -5.979166, 1.658418], [-0.534234, 8.810012, -0.778309], [-0.253402, 1.242445, -9.700652], [6.933884, -2.790370, -2.524290], [-3.969427, 2.829431, 2.891817], [2.550422, 4.429790, -7.372033], [0.440358, 8.107997, 2.622880], [-0.277167, -1.567124, 4.003470], [7.370122, -1.807598, -1.178669], [5.437098, -10.654255, -1.255286], [-6.469646, -0.473993, 6.848796], [-4.948232, 1.634284, 2.136722], [-8.387917, 0.948249, 4.821927], [-1.796511, -5.921425, 0.507378], [4.500097, 3.215968, 6.251217], [-2.635526, 2.042427, -5.671658], [1.402962, 0.899784, 0.555279], [1.310968, 2.161605, 1.668782], [3.400147, 3.270323, -8.328119], [-4.444305, 3.863975, 0.609006], [5.786572, -0.680225, -2.909673], [1.770145, -5.100696, 2.073950], [-6.001102, 6.063123, 0.825632], [0.610989, -0.517328, -0.842642], [0.213237, -2.637931, 0.654730], [-0.306318, -2.889204, 7.609214], [-4.407888, -3.225055, -10.669637], [-3.927109, -7.357150, 0.093283], [5.370202, 3.241312, 7.772658], [4.375879, -5.445876, 1.641706], [5.592956, 1.202856, 6.627304], [-4.886248, -3.014122, -7.474678], [-3.281991, 1.269875, 4.681135], [3.812672, 7.962900, 4.409554], [2.510896, -4.741380, 4.392273], [3.231897, 9.086216, 3.300985], [3.905680, 0.517611, -3.157157], [-4.732165, -3.858990, 7.549098], [-1.404527, 7.636614, 1.379163], [-5.980353, -5.817932, -2.206644], [1.779802, -4.086305, 6.580408], [-3.308566, 8.262431, 2.859103], [-2.691781, 5.665590, -2.309492], [6.632704, 6.653524, -7.470129], [1.663863, -5.993869, 5.252787], [-1.838781, -3.632367, -4.429296], [3.662073, -1.297021, -4.410631], [-5.253351, 0.782765, 6.510204], [-5.961362, 5.823896, -0.887440], [-2.033685, 9.260944, 1.080636], [-2.242582, -4.554249, 7.469819], [2.301393, -3.380061, -4.933831], [-1.921052, 3.110778, -7.836402], [-4.202712, -1.207198, 4.255538], [-3.222508, 1.276581, 0.152829], [5.910785, -6.051650, 1.249584], [2.595062, 3.275827, -1.533886], [3.467795, 3.239656, 8.993539], [0.649572, 3.775420, 6.329910], [2.087795, -1.168380, -3.756817], [-1.924345, -4.264851, 1.204747], [-6.153784, 4.003445, 2.629206], [3.552062, 1.455897, 4.922146], [-1.829897, -0.145124, -6.583923], [-1.855836, -1.391711, 3.221195], [-0.456288, 7.028905, -0.721328], [5.452207, -7.274906, -0.585909], [-4.347345, 8.363907, 1.523418], [0.445665, 6.765703, 4.565564], [5.171007, 1.134151, 8.298816], [1.443006, -6.845832, 2.662944], [-2.029187, -5.808677, 2.195457], [0.899398, 2.155658, 5.591156], [-2.670611, -4.904315, -1.611833], [-2.613452, -6.213748, -12.946837], [-1.016162, -2.876281, 3.035668], [-6.301397, -2.534690, -1.971757], [3.653325, 3.004292, 2.683917], [1.599645, -1.457021, 0.720740], [-4.443463, -4.988173, 3.061722], [1.087954, -0.334968, 8.386160], [-2.970762, 0.553512, 3.064289], [-3.057735, -1.504204, 0.624424], [5.555008, -11.156154, 1.786595], [-4.121728, -3.581187, 2.271412], [-6.572757, -3.749494, 2.436695], [0.673408, 5.515689, -3.711252], [-2.610020, -4.700578, -11.975149], [-5.567588, -2.596105, 0.458810], [1.869598, 6.706922, 5.520254], [5.708743, 2.870848, -4.939596], [-0.175636, 2.407924, -0.249287], [4.154470, 2.531351, -3.219013], [-3.695286, -7.334190, 1.846239], [-0.024305, 0.719647, 3.264394], [5.288261, 5.379210, -6.259758], [4.815108, 3.588861, -2.121336], [-4.663100, -2.444189, -1.762945], [-0.786769, -0.973575, -1.720700], [-7.316719, -5.040645, -1.630151], [2.721690, 5.041665, -1.972819], [3.892227, -4.046325, -4.946484], [1.258914, 8.188753, 5.023825], [-3.819476, -5.168093, -13.251487], [6.473116, 4.171321, -6.658376], [-3.897741, 4.255595, -1.036253], [6.944121, -10.953330, -0.675008], [1.626349, 2.807072, -9.784760], [3.559147, -13.301191, -0.228191], [1.742272, 8.248027, 1.518724], [-0.844928, -2.127835, 6.084976], [4.112323, 7.824287, 1.409092], [6.556238, 3.900083, -3.888580], [-2.766798, 9.986883, -0.986261], [-2.070904, -3.854714, -7.237040], [-3.563464, -2.570681, -8.448809], [3.196175, -1.769757, 7.332995], [3.286874, -7.356814, 0.387123], [-1.418668, -2.336140, -5.631925], [-2.207899, -2.097675, -4.030081], [4.310115, -0.898512, 8.489799], [-7.547874, -1.156306, 3.439095], [1.560624, 0.441945, -8.694182], [5.607479, 6.113300, 1.856105], [-2.454368, 1.989428, -1.117427], [5.460213, 6.085947, 3.538274], [2.138139, 3.337912, 5.527826], [-5.560601, 7.409224, -0.317182], [4.618799, -8.674920, -1.151845], [6.223456, -9.249524, 1.054767], [-5.249062, -6.904520, 1.179608], [3.902326, -0.332435, 4.961700], [-4.715831, 2.726209, 5.991739], [-1.288373, 2.295302, -4.573351], [-7.545301, -1.376863, 5.214566], [1.098017, -3.128830, -2.500220], [2.013044, -2.654792, -1.244736], [-5.859759, -5.055614, -11.800501], [-2.499648, -2.690221, 7.873640], [1.240117, -3.028713, 5.277458], [-4.284718, -5.127314, 6.514318], [-5.355089, -3.712990, -2.851492], [0.007713, 2.583435, 8.429931], [-5.607647, -6.003569, -10.352846], [-5.873780, -3.626784, -9.746884], [3.745668, 4.588612, -4.641509], [1.462798, 4.991324, 2.108779], [-3.033162, 0.396281, -1.286316]],
  "forces_ev_per_a": [[-0.968, -0.402, 0.431], [-0.126, -0.349, -0.270], [-0.008, -0.988, -0.826], [1.062, 0.958, 0.457], [-0.652, 0.914, 0.583], [0.798, -0.691, -0.179], [1.083, 0.157, -0.415], [0.933, -1.555, -0.714], [-0.466, 1.084, -0.782], [-0.798, 0.680, -0.298], [-0.304, -0.070, -0.085], [0.273, 0.343, 0.366], [0.342, 0.381, -0.825], [0.069, -1.787, -0.199], [0.264, 0.456, 0.854], [0.346, 0.336, 0.346], [2.120, -0.314, 1.601], [-0.757, 1.301, 2.059], [0.027, 1.830, -2.508], [0.746, 0.099, 0.662], [-1.412, -0.198, 0.367], [0.894, 0.533, 2.862], [1.275, 1.217, 1.336], [1.023, 0.192, -1.001], [-1.289, 2.174, -0.783], [0.091, 0.235, 1.203], [-0.835, 0.812, -2.154], [-0.766, 3.003, 1.672], [-1.475, -1.122, 0.529], [-2.053, -0.585, -1.448], [-0.222, -0.215, -0.073], [0.374, 0.186, -0.549], [-1.212, 1.181, -0.372], [-1.287, -0.352, 0.544], [1.669, 3.486, -1.226], [-0.576, 0.759, 0.278], [-0.064, 0.088, -1.016], [2.226, -0.024, -0.028], [0.304, -0.251, -1.430], [0.190, -2.283, 0.441], [-2.617, 0.501, -0.902], [0.059, -1.402, 0.865], [-1.348, -3.299, -0.404], [1.585, 0.942, -0.940], [-0.063, -2.686, -1.168], [-1.465, -0.270, 1.042], [-0.859, -2.171, -0.386], [0.485, -2.106, -0.605], [-0.813, 2.400, -0.063], [1.381, -0.569, 0.516], [0.982, 0.231, 0.519], [0.279, -1.172, -1.211], [-0.248, 0.780, -0.128], [-0.210, 0.367, 0.199], [0.743, -0.461, 0.997], [-0.547, 1.630, -0.713], [-0.875, 0.656, 0.213], [0.167, -0.619, 1.019], [1.303, 0.457, 1.736], [-0.330, 0.169, 1.302], [-1.425, 0.636, 1.117], [0.692, 0.491, -1.303], [-0.357, 0.145, 0.182], [0.869, -0.521, -0.472], [-1.434, 1.557, -1.957], [0.154, -0.534, 0.731], [-1.569, -0.885, -2.000], [-0.380, 1.227, 1.530], [1.175, 0.297, -0.488], [0.132, -0.669, -0.265], [-2.509, -0.688, -0.732], [-2.221, 0.386, 0.887], [-0.340, 0.740, -0.753], [0.167, 0.826, -0.252], [-1.402, -1.791, -0.799], [-0.514, 1.060, 0.003], [0.435, -0.077, -0.737], [-0.249, -1.057, -2.065], [-0.970, 0.316, -1.434], [0.628, -0.533, 0.162], [0.455, 0.119, 0.721], [-0.785, 0.641, 0.143], [1.238, 0.849, -0.586], [0.199, -2.340, -0.604], [-0.459, 0.863, 0.233], [-2.247, -0.219, 1.590], [-0.056, -0.965, 1.761], [0.702, -1.650, 0.363], [0.255, -0.702, -0.449], [-0.061, 0.414, 1.156], [0.497, 2.468, 0.218], [1.668, -0.823, -0.647], [0.415, 1.070, 0.191], [-0.553, -0.937, -1.169], [-0.649, -1.316, -0.251], [0.272, 1.050, 0.096], [0.417, -0.266, -0.961], [-0.501, -0.750, 0.369], [1.353, -1.966, -1.753], [0.388, 0.415, 1.360], [0.452, -0.982, 0.685], [0.610, 0.035, -1.978], [1.792, 1.140, 1.239], [1.183, -2.059, 1.663], [1.376, 0.217, 0.841], [0.611, -1.360, -0.868], [-0.842, -0.440, -0.071], [0.155, -1.435, 2.204], [-1.258, -0.188, -1.764], [-0.479, 0.450, -1.175], [0.859, -0.630, 0.718], [-0.198, 1.338, -0.227], [1.968, -1.763, -0.774], [0.992, 0.144, 1.774], [1.167, -0.446, -0.539], [0.860, 0.801, -0.716], [0.521, -0.885, 0.717], [0.660, 0.572, 2.245], [0.891, 1.864, 0.895], [-0.625, -0.275, 1.297], [1.736, 0.326, 0.552], [0.981, 0.143, -0.689], [1.715, 1.324, -0.437], [-1.588, 0.699, 0.468], [0.282, 0.162, -0.305], [0.403, -0.151, -1.029], [0.080, -0.134, -0.085], [-0.242, -0.200, 0.337], [0.203, 0.509, 0.453], [0.138, -0.140, -0.223], [0.122, 0.693, -0.112], [-0.214, -0.625, -0.477], [0.130, 0.793, 0.461], [-0.195, -0.334, 0.102], [0.449, -0.162, 0.153], [0.001, 0.304, -0.870], [-0.164, -0.574, 0.031], [0.523, 0.059, 0.003], [-0.059, 0.006, -0.788], [0.167, -0.241, 0.522], [0.334, -0.079, -0.196], [0.094, 0.417, -1.033], [-0.169, -0.003, 0.241], [-0.271, 0.063, 0.375], [-0.659, -0.668, 0.414], [0.218, 0.013, 0.629], [-0.635, 0.012, 0.230], [-0.168, 0.095, -0.328], [-0.114, 0.419, -0.385], [1.017, -0.817, 0.867], [-0.521, -0.170, -0.711], [0.242, 0.553, -0.157], [-0.389, 0.203, 0.340], [1.150, 0.137, -0.378], [0.636, 0.754, 0.572], [-0.240, -0.537, 1.068], [-0.775, -0.233, -0.463], [-0.173, -0.393, 0.201], [0.016, 0.507, 0.310], [0.539, 0.501, -0.233], [0.334, -0.101, -0.210], [0.133, -0.044, -0.376], [0.363, -0.041, 0.671], [-0.450, 0.070, -0.145], [0.034, -0.274, -0.092], [-0.597, -0.213, -0.218], [-0.356, -0.136, 0.489], [-0.309, 0.420, -0.062], [1.031, -0.303, 0.058], [-0.065, 0.485, 0.393], [-0.335, -0.125, 1.039], [0.460, 0.543, -0.192], [0.474, 0.378, 0.384], [0.485, 0.370, 0.168], [-0.536, -0.695, 0.463], [0.021, 0.442, 0.514], [0.193, -0.379, 0.086], [0.083, -0.258, 0.082], [-0.546, 0.089, -0.433], [-0.109, -0.379, 0.002], [0.156, 0.746, -0.297], [-0.070, 0.306, -0.335], [-0.352, -0.135, -0.256], [-1.068, -0.567, -0.845], [0.314, 0.631, -0.498], [0.525, 0.139, 0.343], [0.241, 0.262, 0.659], [0.216, -0.100, -0.087], [-0.879, 0.359, 0.544], [0.168, -0.006, 0.236], [-0.226, -0.230, 0.275], [0.253, -0.353, 0.007], [-0.292, 0.422, 0.264], [-0.186, -0.128, 0.698], [-0.175, 0.059, -0.066], [0.090, -0.107, -0.058], [-0.166, -0.234, 0.716], [-0.601, 0.527, 0.141], [0.079, 0.114, 0.092], [-0.258, -0.279, -0.006], [-0.229, 0.109, -0.137], [0.357, 0.217, -0.237], [0.123, -0.206, -0.248], [-0.211, 0.321, 0.076], [0.116, -0.266, -0.163], [-0.380, 0.379, 0.266], [0.010, -0.063, -0.132], [-0.668, 0.304, -0.065], [-0.284, -0.230, -0.522], [0.800, -0.436, -0.029], [-0.228, 0.381, 0.069], [-0.065, -0.023, 0.211], [0.478, -0.271, -0.116], [0.174, 0.105, -0.043], [0.347, 0.363, 0.327], [0.070, 0.128, -0.030], [-0.127, 0.438, -0.002], [-0.394, 0.021, 0.330], [-0.287, -1.082, -0.365], [-0.689, -0.679, -0.370], [-0.116, -0.517, 0.222], [-0.007, -0.443, 0.208], [0.094, -0.306, -1.197], [-1.280, 0.003, -0.066], [-0.838, 0.153, -0.099], [-0.202, 0.324, 0.266], [0.154, 0.045, -0.501], [0.857, 0.309, -0.059], [-0.169, -0.218, 0.158], [0.400, -0.641, 0.201], [-0.147, -0.225, -0.896], [-0.408, 0.272, 0.409], [-0.041, -0.516, -0.272], [0.115, -0.717, -0.618], [0.179, -0.383, -0.197], [-0.183, -0.064, 0.172], [0.556, -0.246, -0.202], [0.450, 0.137, -0.491], [-0.214, 0.267, 0.345], [-0.132, 0.080, -0.088], [0.224, 0.424, -0.766], [-0.093, -0.360, -0.321], [0.208, -0.309, 0.756], [0.136, -0.677, -0.315], [-0.557, 0.335, 0.461], [-0.738, -0.272, 0.276], [-0.099, -0.141, 0.074], [-0.354, -0.766, -0.012], [0.367, -0.083, 0.194], [0.220, 0.344, 0.601], [0.696, 0.045, 0.306], [-0.266, 0.317, 0.263], [-0.146, 0.062, 0.566], [-0.151, -0.004, 0.341], [0.152, 0.120, 0.152], [-0.072, -0.013, -0.337], [-0.227, -0.236, 0.037], [-0.476, -0.694, 0.198], [0.830, 0.101, 0.027], [-0.236, 0.461, 0.262], [-0.357, -0.043, 0.327], [0.071, 0.256, -0.021], [0.269, -0.648, 1.040], [0.551, -0.020, -0.491], [-0.618, -0.547, 0.325], [-0.025, -0.028, 0.156], [-0.613, 0.623, -0.781], [0.213, -0.892, -0.187], [0.083, 0.041, 0.169], [0.326, 0.140, 0.148], [-0.157, 0.098, 0.250], [0.578, -0.212, 0.027], [0.330, 0.356, -0.591], [0.271, -0.242, 0.494], [-0.598, -0.050, -0.281], [0.253, 0.231, -0.470], [-0.302, 0.348, 0.796], [0.681, -0.413, -0.507], [-0.215, -0.249, -0.590], [-0.872, 0.101, -0.239], [-0.843, -0.405, -0.168], [0.095, 0.014, 0.041], [0.131, 0.006, 0.152], [-0.335, 0.009, 0.229], [0.152, 0.622, 0.285], [0.623, -0.294, -0.074], [-0.203, 0.410, -0.500], [-0.215, 0.646, 0.312], [-0.257, 0.010, -0.177], [0.234, -0.112, 0.276], [0.234, 0.530, -0.741], [-0.360, 0.857, 0.068], [0.382, 0.045, -0.377], [-0.127, -0.264, 0.075], [0.539, 0.007, 0.465], [-0.138, -0.088, -0.035], [-0.216, -0.144, -0.171], [0.072, -0.482, -0.428], [-0.328, 0.145, 0.026], [-0.234, 0.041, -0.081], [0.162, 0.495, 0.019], [-0.346, 0.356, -0.870], [0.593, 0.661, 0.290], [0.067, 0.464, -0.252], [-0.504, 0.144, 0.477], [-0.257, 0.104, -0.275], [0.948, 0.005, 0.769], [-1.094, 0.853, -0.595], [-0.231, -0.116, -0.113], [0.082, 0.858, 0.023], [-1.017, 0.315, -0.094], [0.057, -0.659, -0.185], [1.076, -0.005, -0.178], [-0.406, 0.191, 0.488], [0.214, 0.111, 0.093], [-0.327, 0.077, 0.371], [-0.191, 0.055, -0.088], [0.529, 0.847, 0.515], [-0.041, -0.124, -0.145], [0.113, 0.269, -0.201], [-0.201, -0.629, -0.081], [0.079, 0.020, -0.031], [-0.620, -0.894, -0.316], [-0.032, -0.193, -0.831], [0.634, -0.220, 0.366], [0.188, 0.322, -0.394], [-0.464, -0.895, 1.397], [0.255, 0.386, -0.121], [0.388, -0.126, -0.660], [0.362, 0.268, -0.071], [-0.211, 0.288, 0.348], [-0.577, 0.387, 0.206], [-0.084, 0.069, -0.187], [0.352, -0.278, -0.609], [-1.313, -0.960, -0.697], [0.105, -0.409, -0.176]]
}